The following is a quantum chemistry calculation of a cluster of 10 separate species, C40H110N10O10 in total in a non-equilibrium geometry, from the Open Molecules 2025 dataset.

```
170
Properties=species:S:1:pos:R:3:forces:R:3:lowdin_charge:R:1
H 0.693 -0.094 -1.964 0.39 0.92 -0.01 0.03
H 0.909 -6.949 -0.165 0.25 0.50 -0.70 0.14
C -0.794 5.663 4.082 -0.19 0.02 -1.48 -0.07
H -1.283 6.924 0.243 0.60 -0.03 -0.20 0.07
C -2.019 -1.454 -1.362 -0.62 0.74 0.57 -0.09
H 0.389 1.216 -0.320 1.69 -0.39 0.08 0.04
H -2.794 1.035 -1.122 -0.82 -0.25 -0.68 0.12
H 1.236 -1.467 1.046 0.42 1.08 -0.59 0.08
C -1.116 2.047 -0.821 -0.52 2.97 0.05 -0.43
C 0.417 -6.212 0.470 1.19 -0.56 0.96 -0.47
H 3.910 -4.538 -0.085 -0.53 -0.48 0.21 0.06
H 2.704 1.727 -3.273 -0.09 -0.63 1.25 0.13
H -5.981 -7.768 0.567 -0.46 -0.42 -0.16 0.08
H 0.293 5.660 4.000 0.09 -0.41 -0.58 0.07
H -1.699 0.889 -2.548 0.05 -0.04 -0.06 0.11
H 1.422 6.677 0.216 0.56 0.88 0.20 0.08
H 3.063 1.389 4.310 -0.71 0.11 -1.85 0.12
H 3.381 -0.001 -3.662 0.67 0.76 0.71 0.09
C -0.716 -3.448 -4.981 -0.31 -0.87 0.43 -0.10
H -3.044 -3.469 -2.926 0.11 -0.28 0.03 0.06
O 3.171 6.261 1.416 3.29 1.21 0.29 -0.17
H -0.214 -6.573 2.444 0.28 -0.32 0.68 0.12
H 4.940 7.235 0.682 0.11 -0.75 0.38 0.12
H -5.921 -5.881 -2.053 -0.25 -0.02 -0.47 0.11
C 4.338 9.899 1.129 -0.03 -0.45 -0.65 -0.08
H -4.503 -6.782 -1.660 0.45 -0.32 0.42 0.12
H 1.971 -4.804 0.117 -0.34 0.21 -0.22 0.06
H -4.281 4.867 2.284 0.29 -0.11 -0.09 0.04
H -1.290 4.291 -0.632 0.40 -0.26 0.31 0.05
H -3.440 1.029 3.051 -0.14 -0.35 0.62 0.07
H 2.759 -0.470 0.425 0.29 0.31 0.15 0.03
H 4.100 0.192 5.986 -0.16 0.16 0.31 0.07
C 1.243 0.036 3.941 0.47 2.38 1.37 -0.19
O -0.336 -4.708 -4.463 0.05 -0.98 -0.19 -0.21
H -0.968 -7.693 1.322 -0.37 0.28 -0.32 0.12
C -4.284 -4.591 -1.586 1.27 -0.51 -0.30 -0.42
C -1.642 3.477 -1.266 0.13 -1.07 -0.21 -0.06
H 1.204 -6.617 -2.933 -0.16 0.01 0.10 0.05
H -2.809 7.202 1.907 0.39 -0.12 0.21 0.09
C -6.547 -6.893 0.247 0.67 0.88 0.25 -0.10
H 2.610 2.056 6.434 0.37 -0.39 -0.38 0.07
H 1.612 -0.778 -4.607 -0.32 0.15 -0.72 0.13
C -5.130 5.306 1.759 1.90 2.03 1.29 -0.06
H 4.637 -2.891 -2.410 0.31 0.01 0.31 0.08
C -1.770 0.875 -1.461 -2.01 1.39 0.49 -0.28
C -0.645 -5.868 -5.239 0.23 0.37 0.64 -0.19
H 4.873 -5.367 1.056 1.01 0.57 0.37 0.09
H -3.085 -1.312 -1.189 -0.29 0.17 -0.16 0.08
H -3.445 2.114 4.512 -0.36 0.27 -0.19 0.08
O 3.036 1.362 -5.140 0.62 -0.55 -1.86 -0.19
H -1.791 -3.475 -5.157 -0.26 0.44 0.15 0.08
H -7.139 -6.501 1.074 0.31 -0.01 0.25 0.08
C 3.440 -0.264 5.247 0.36 -0.64 0.52 -0.08
H 3.085 -1.207 5.663 -0.14 -0.07 0.03 0.07
H 4.128 -0.464 4.426 -0.33 -0.29 -0.26 0.07
H -1.824 6.726 -1.491 -0.03 -0.34 0.22 0.08
H 4.752 -1.107 -2.489 0.11 -0.08 -0.11 0.07
H -5.058 5.004 0.715 -0.71 -0.43 0.28 0.07
H -1.690 -5.933 -5.543 -0.38 0.60 -0.23 0.12
H -1.888 -1.617 -2.432 0.29 0.17 -0.19 0.06
O -1.330 -0.281 -0.869 0.95 -2.58 0.07 -0.20
N -3.261 -4.392 -0.546 -2.08 1.20 -0.20 0.05
H 0.201 1.894 -3.951 -0.16 -0.10 0.21 0.07
C 4.977 -2.008 0.281 -1.15 -0.75 0.33 -0.15
C 1.917 6.043 0.952 -2.62 -1.62 0.28 -0.18
H 4.449 7.365 3.022 0.01 -0.67 1.52 0.05
O 5.431 -3.376 0.292 1.31 -0.38 0.18 -0.21
C 3.887 7.401 0.913 -1.32 0.99 -0.55 -0.18
H -1.109 2.789 5.448 -0.05 -0.40 0.50 0.06
H 2.188 -5.615 1.568 -0.13 0.03 0.55 0.08
H 3.226 -1.977 -2.784 -0.08 0.26 0.12 0.05
H 4.517 2.346 -6.248 -0.14 -0.84 -0.19 0.08
H 2.316 -0.267 -1.098 0.41 -0.75 -0.48 0.02
O -1.731 2.046 3.315 0.08 0.03 -0.20 -0.24
H -1.830 -2.383 -0.824 0.75 0.39 0.16 0.06
H 0.387 1.172 -5.536 -0.20 -0.11 -0.06 0.07
H 4.142 10.905 1.501 -0.71 -0.31 0.40 0.07
H -0.424 -2.802 -4.153 -0.25 0.52 -0.47 0.07
C 2.707 0.826 -3.886 -0.29 -0.29 0.16 -0.19
C 1.366 0.054 -3.947 0.22 1.41 -0.71 -0.40
H 5.423 9.930 1.027 0.17 -0.56 -0.15 0.07
C -4.949 6.887 1.740 -0.10 -0.11 -1.50 -0.39
H 1.370 -9.957 2.532 0.03 0.20 -0.02 0.08
H 3.896 3.206 -4.964 -0.31 0.36 0.37 0.07
N 1.921 1.548 5.899 -2.11 -0.31 1.44 0.02
H -1.261 6.144 3.222 0.34 0.47 -0.15 0.05
H -0.028 -5.854 -6.137 0.17 -0.43 -0.11 0.13
H -1.808 3.710 2.074 -0.25 0.29 -0.01 0.11
H 0.959 -4.295 1.444 -0.27 -0.26 0.25 0.08
O -5.576 -5.893 -0.084 -0.68 -0.09 1.14 -0.20
H 0.728 2.775 -0.618 0.38 0.11 0.14 0.07
H -2.092 8.239 -0.654 0.71 0.46 -0.13 0.08
C -3.155 1.995 3.468 0.98 -0.68 -1.43 -0.14
H -2.618 -5.170 -0.515 -0.24 -0.39 0.42 0.03
H -1.286 3.708 -2.271 0.02 -0.10 -0.16 0.06
C 3.781 -1.782 -0.712 -0.38 -0.33 0.10 -0.41
H -2.724 3.609 -1.261 -0.14 -0.44 -0.01 0.06
C 0.830 -0.815 1.819 -0.58 -1.19 1.35 -0.10
H 5.065 2.050 -4.593 -0.14 -1.14 0.21 0.08
N -0.893 3.775 5.409 2.38 -2.15 1.23 0.02
N 3.113 -0.497 -0.521 1.03 0.72 1.16 0.06
H -0.884 6.334 4.936 -0.90 -0.48 0.37 0.07
H 0.644 -0.616 4.577 0.32 -0.88 0.03 0.13
C 4.517 -4.367 0.805 -1.05 1.52 -2.18 -0.11
H -0.639 -9.100 -4.416 0.85 -0.01 0.23 0.07
H -5.964 5.063 2.418 -0.47 -0.16 -0.90 0.07
H -1.464 4.248 6.095 0.20 -0.18 0.35 0.07
H 0.503 0.797 3.693 -0.10 0.46 -0.30 0.10
H -0.232 3.142 2.549 0.30 0.21 0.30 0.12
H -3.566 8.512 1.087 -0.42 0.30 -0.25 0.11
C -1.361 4.235 4.144 -0.84 2.18 0.90 -0.45
N 4.625 8.359 3.056 -0.85 -1.05 0.41 0.03
H 0.293 0.113 1.622 -0.34 -0.36 -0.92 0.09
H -1.814 -8.327 -4.954 -0.57 0.00 -0.87 0.07
H -0.253 -3.179 -5.930 0.45 -0.02 0.00 0.09
C 3.832 8.657 1.869 0.93 0.27 -0.83 -0.43
H -0.879 -4.707 0.302 -0.02 0.24 0.00 0.07
H 4.682 -1.871 1.321 -0.60 0.71 0.08 0.11
N 1.027 -0.662 -2.730 -0.56 -0.24 0.26 0.05
H -0.710 0.393 -4.327 -0.21 0.24 -0.31 0.05
H 2.791 8.800 2.157 -0.03 0.00 0.17 0.13
H 3.838 -3.941 1.543 0.24 -0.08 0.43 0.08
H 1.293 5.916 1.836 -0.58 0.58 0.02 0.07
O 1.790 -0.501 2.786 1.52 -0.49 0.10 -0.18
C 4.135 -1.951 -2.182 0.08 -0.29 0.09 -0.06
H -7.294 -7.072 -0.526 0.37 -0.24 -0.50 0.08
C -3.491 -4.461 -2.867 -1.20 -0.75 -0.78 -0.07
H 3.896 9.763 0.142 0.18 0.73 -0.31 0.06
H 5.805 -1.318 0.118 0.22 -0.38 -0.39 0.12
H -3.565 2.658 2.706 -0.54 0.62 0.66 0.07
C 1.003 -7.285 -3.770 -0.83 1.05 -0.01 -0.03
H 1.213 2.219 5.637 -0.10 0.07 -0.19 0.04
C -5.072 -5.899 -1.370 -0.24 0.59 -1.60 -0.25
H -1.217 2.006 0.263 -1.13 -0.23 0.22 0.12
H -3.920 -4.283 0.212 1.11 -0.43 1.39 0.07
H 1.219 -8.301 -3.442 -0.40 -0.08 0.03 0.06
H 3.064 -2.553 -0.430 -0.11 -0.57 -0.15 0.10
C -1.240 3.328 2.921 0.13 -0.54 1.17 -0.17
H -5.565 6.915 -0.078 -0.49 -0.23 -0.66 0.05
H 0.122 -1.041 -2.968 -0.09 -0.88 -0.06 0.03
H -0.062 -5.152 -1.034 -0.51 0.49 -0.44 0.09
C -0.478 -7.085 -4.334 2.59 0.26 1.51 -0.44
C 0.939 -8.987 2.781 -0.81 0.98 -1.14 -0.07
O -3.253 6.792 -0.041 -2.54 -1.06 0.60 -0.21
H 1.777 -7.034 -4.496 -0.26 0.00 -0.39 0.07
C 2.367 0.721 4.817 1.80 -0.01 -0.84 -0.43
C 0.217 0.943 -4.483 0.93 -0.52 -0.02 -0.05
N -0.562 -5.504 -0.231 -1.81 -0.11 -1.56 0.05
H -1.227 -7.001 -3.547 0.50 0.82 0.74 0.12
H -5.049 -3.815 -1.564 0.23 0.37 0.37 0.13
C 1.395 -5.172 0.965 1.82 -0.64 -0.06 -0.06
H 3.428 7.608 -0.053 -0.04 0.45 -0.15 0.10
C -3.588 7.426 1.178 0.18 -1.39 1.39 -0.21
C -2.032 7.160 -0.513 0.72 1.17 -0.27 -0.18
H 0.193 -1.577 2.268 -1.06 0.30 0.27 0.09
H -0.110 -9.088 3.057 -0.14 -0.42 0.01 0.07
C -0.042 -7.161 1.542 -0.51 0.05 0.16 -0.23
N -0.805 -8.289 -4.995 -1.39 -1.69 -1.50 0.01
H 1.780 5.057 0.508 0.69 -0.42 -0.39 0.07
O 0.978 -8.134 1.585 0.81 -1.00 2.06 -0.20
N 0.301 1.948 -1.010 0.75 -0.34 -0.20 0.06
H -4.159 -4.600 -3.717 0.00 0.12 -0.38 0.08
H 1.413 -8.548 3.660 0.42 0.23 -0.22 0.08
C 4.185 2.187 -5.222 -0.64 1.56 0.10 -0.13
H -2.392 4.210 4.498 -1.14 0.97 -2.10 0.11
H -2.759 -5.267 -2.928 0.37 0.23 0.06 0.07
H 5.628 8.351 2.939 0.24 0.70 -0.67 0.06
N -5.962 7.285 0.774 -0.61 0.02 -0.81 0.00
H -5.236 7.417 2.649 0.57 -0.41 0.45 0.12
H -5.941 8.278 0.591 -0.02 0.43 0.33 0.06
```
Positions in Å, forces in eV/Å.

Results
Relative energy (zero: lowest compared OMol25 entry of this formula, charge and spin) (eV): 4.0793
HOMO energy (alpha / beta) (eV): 0.7 / -6.6
⟨S²⟩: 0.751
Calculated total energy (a.u.): -2889.4936
Multiplicity: 2
Net charge: -1
Lowest unoccupied orbital energy (alpha / beta) (Ha): 0.07363 / 0.07283